{"formula": "C27H33As3Br6NO3Ti", "method": "the ωB97M-V functional and the def2-TZVPD basis", "symbols": ["Ti", "C", "C", "C", "C", "C", "C", "Br", "C", "C", "Br", "C", "O", "C", "N", "H", "H", "H", "H", "H", "H", "Br", "C", "C", "Br", "C", "Br", "C", "O", "C", "O", "C", "Br", "C", "As", "C", "C", "C", "C", "C", "As", "C", "C", "C", "As", "C", "C", "H", "H", "H", "H", "H", "H", "H", "H", "H", "H", "H", "H", "H", "H", "H", "H", "H", "H", "H", "H", "H", "H", "H", "H", "H", "H", "H"], "coordinates": [[0.273358, 0.171075, -0.811839], [2.201820, -1.799220, -3.274853], [0.838834, -1.288031, -3.610752], [0.406095, -1.260482, -4.952442], [-0.845508, -0.818685, -5.273585], [-1.736098, -0.414332, -4.255658], [-3.054989, 0.056025, -4.445569], [-3.769348, 0.168356, -6.194120], [-3.830740, 0.425737, -3.381095], [-3.326856, 0.347657, -2.078171], [-4.363600, 0.867439, -0.598097], [-2.042496, -0.088966, -1.827462], [-1.496552, -0.139064, -0.611072], [-1.245269, -0.480719, -2.936506], [0.030222, -0.893160, -2.635884], [2.206776, -2.889051, -3.359064], [2.497814, -1.523102, -2.268400], [2.944363, -1.416868, -3.974874], [1.092340, -1.580584, -5.723947], [-1.161594, -0.773165, -6.307012], [-4.835566, 0.790029, -3.542478], [5.076911, 3.455084, -4.207174], [3.454399, 2.983111, -3.375173], [2.297506, 3.729542, -3.606297], [2.332964, 5.220838, -4.752482], [1.098518, 3.366697, -2.988006], [-0.530061, 4.264385, -3.295228], [1.068766, 2.274097, -2.140684], [-0.025951, 1.823585, -1.506245], [2.230530, 1.515465, -1.907665], [2.044243, 0.452018, -1.105422], [3.414293, 1.869596, -2.530584], [4.920363, 0.787378, -2.202469], [2.110447, -3.342820, 0.015782], [0.662869, -2.069555, 0.377531], [-0.839953, -3.306929, 0.193523], [0.953230, -2.007592, 2.335915], [0.157609, -1.047869, 3.249192], [0.433019, -1.552533, 4.675958], [0.692424, 0.390639, 3.160191], [0.566453, 1.315167, 1.408872], [2.203849, 2.371003, 1.521630], [-0.746067, 2.738035, 1.622609], [-1.334869, -1.150158, 2.875813], [-2.938388, -0.678281, 4.013865], [-2.273527, -0.284130, 5.827616], [-3.155091, 1.217857, 3.539160], [2.153024, -4.082700, 0.812437], [3.067344, -2.826701, -0.047596], [1.916269, -3.844782, -0.930286], [-0.728912, -4.138407, 0.887014], [-0.850472, -3.691450, -0.826427], [-1.780931, -2.792073, 0.376028], [2.025516, -1.819586, 2.452952], [0.765407, -3.028759, 2.675642], [1.484732, -1.823374, 4.786843], [-0.169199, -2.438246, 4.886524], [0.202514, -0.796970, 5.422480], [1.756956, 0.399261, 3.405524], [0.178556, 1.022748, 3.886914], [2.235218, 2.902735, 2.470725], [2.225910, 3.094002, 0.706541], [3.076317, 1.724490, 1.439736], [-0.723896, 3.167333, 2.621168], [-1.738602, 2.352274, 1.401398], [-0.500432, 3.504587, 0.888572], [-1.534915, -2.205258, 2.671599], [-1.509893, -0.614439, 1.933705], [-1.869490, -1.165163, 6.319117], [-3.142878, 0.042308, 6.399201], [-1.540038, 0.521635, 5.832008], [-3.454023, 1.331945, 2.497844], [-2.247295, 1.787974, 3.731758], [-3.954277, 1.621096, 4.161234]], "forces_ev_per_angstrom": [[0.12, -0.76, 0.32], [0.01, -0.01, 0.01], [-0.04, -0.02, 0.13], [-0.10, 0.04, -0.06], [0.12, -0.04, -0.03], [0.12, -0.02, 0.27], [-0.14, 0.00, -0.15], [0.04, 0.01, 0.15], [-0.09, 0.03, -0.24], [0.47, -0.06, 0.50], [-0.10, 0.03, -0.12], [-0.92, -0.10, -0.82], [-1.77, -0.37, 0.32], [-0.44, -0.08, -0.19], [-0.08, -0.15, -0.46], [-0.01, 0.01, -0.03], [0.02, 0.02, 0.03], [-0.02, 0.01, -0.01], [0.01, 0.00, 0.00], [-0.02, -0.02, 0.01], [0.00, -0.02, 0.02], [-0.11, -0.04, 0.07], [0.05, 0.07, -0.07], [0.08, 0.05, -0.06], [-0.02, -0.08, 0.06], [-0.29, 0.02, 0.01], [0.13, -0.07, 0.07], [0.79, 0.39, -0.29], [0.00, 0.98, -0.43], [0.11, 0.68, -0.54], [1.78, 0.37, -0.52], [0.13, -0.20, 0.14], [-0.05, 0.02, 0.03], [-0.02, 0.34, -0.21], [0.31, -1.70, 1.25], [-0.03, 0.27, -0.12], [-0.02, 0.18, -0.18], [-0.07, 0.05, -0.06], [-0.02, 0.02, -0.04], [-0.20, -0.07, -0.36], [0.30, 0.72, 1.90], [-0.02, -0.14, -0.27], [-0.06, -0.20, -0.25], [-0.03, -0.01, 0.26], [0.17, 0.15, -0.04], [-0.01, -0.02, -0.07], [-0.01, -0.05, 0.04], [-0.09, 0.02, 0.05], [-0.01, 0.01, 0.01], [0.00, 0.01, 0.00], [0.06, 0.02, 0.04], [0.05, 0.02, -0.01], [0.03, 0.02, 0.02], [0.00, -0.04, 0.01], [0.03, -0.05, -0.06], [0.01, 0.03, 0.02], [0.04, -0.03, 0.02], [-0.01, -0.02, 0.00], [0.00, 0.03, 0.03], [-0.01, 0.03, -0.02], [-0.10, -0.03, 0.04], [-0.01, -0.02, -0.01], [-0.04, -0.04, -0.03], [0.09, -0.07, 0.05], [0.01, 0.04, 0.01], [0.01, -0.02, -0.02], [-0.01, 0.02, -0.04], [-0.12, -0.07, -0.02], [0.00, -0.01, -0.03], [-0.03, 0.01, -0.06], [0.03, -0.03, 0.03], [0.03, -0.06, -0.01], [-0.03, 0.00, 0.00], [0.00, -0.01, 0.01]], "nbo_charge": [1.41, -0.67, 0.31, -0.21, -0.09, -0.13, -0.05, 0.11, -0.23, -0.12, 0.12, 0.31, -0.71, 0.12, -0.52, 0.25, 0.25, 0.25, 0.23, 0.25, 0.26, 0.14, -0.14, -0.15, 0.14, -0.16, 0.13, 0.25, -0.68, 0.20, -0.71, -0.15, 0.12, -0.92, 0.98, -0.92, -0.68, -0.07, -0.61, -0.68, 1.05, -0.92, -0.92, -0.73, 0.90, -0.95, -0.96, 0.24, 0.24, 0.24, 0.24, 0.24, 0.25, 0.23, 0.23, 0.22, 0.22, 0.22, 0.24, 0.24, 0.24, 0.25, 0.25, 0.24, 0.25, 0.25, 0.22, 0.22, 0.23, 0.24, 0.21, 0.22, 0.20, 0.24], "mol_weight_g_mol": 1171.62, "orbital_gap_ev": 7.190, "lumo_energy_ha": -0.1356, "energy_ev": -662050.395, "multiplicity": 1, "total_charge": 1}